A molecular structure, C34H50MoN8O14P2S. Source: the Open Molecules 2025 dataset; level of theory: ωB97M-V/def2-TZVPD.

multiplicity	3
<S²>	2.01
HOMO-LUMO gap (spin up / spin down)	0.289 / 0.277	hartree
lowest unoccupied orbital energy (spin up / spin down)	-0.009 / -0.034	Ha
energy relative to the best compared isomer or geometry (same formula, charge and spin)	16.7	kcal per mole
total energy	-107932.348	eV

Last column: Löwdin spin population.
Atoms and positions in Å:
H: 2.381 5.867 -3.771  0.000
C: 2.869 3.269 -2.853  0.001
H: 0.128 1.097 6.219  0.000
H: -1.444 0.133 4.570  0.000
H: -2.412 -4.161 4.018  0.000
H: 1.552 -6.035 0.432  0.000
H: 3.943 -3.356 1.156  0.000
C: -2.437 0.690 -4.237  0.000
H: -0.069 -6.289 -0.236  0.000
H: 1.097 -0.393 6.179  0.000
C: 0.553 -5.614 0.346  0.000
H: -2.064 3.905 -1.052  0.000
O: -0.900 -2.905 2.260  0.001
C: -2.917 -1.425 -5.276  0.000
C: -2.342 -3.021 2.194  0.000
H: -3.552 2.387 -4.901  0.000
H: -0.828 4.337 0.150  0.000
H: -0.949 -1.684 6.981  0.000
H: -1.727 4.918 -3.282  0.000
H: 1.529 6.291 -2.274  0.000
H: 1.853 -2.460 2.844  0.000
H: -2.266 -5.136 2.552  0.000
H: -2.490 -4.009 0.279  0.000
O: -1.945 3.819 4.458  0.010
N: 1.558 0.415 -1.790  0.001
C: 1.396 -1.601 2.359  0.001
H: -1.741 5.625 -0.672  0.000
O: -1.720 2.484 -2.817  0.013
H: 4.350 -3.429 -0.561  0.000
H: 1.782 2.523 -0.945  0.003
O: -1.099 -0.325 2.322  0.004
C: -3.878 -0.787 -6.055  0.000
N: -0.812 0.439 -2.556  0.008
C: 4.092 -1.438 0.197  0.000
C: -0.195 2.980 3.109  -0.005
O: -3.972 0.943 0.456  0.032
C: 4.520 -2.886 0.364  0.000
C: 0.203 2.293 1.980  0.016
H: -2.771 -2.128 2.667  0.000
C: -4.101 0.577 -5.939  0.000
P: 1.389 -1.871 0.558  0.005
N: 3.960 -3.090 -3.615  0.006
O: 1.467 -3.446 0.512  0.000
H: -4.846 1.058 -6.556  0.000
H: -2.429 -1.642 6.013  0.000
C: 1.567 1.730 1.761  0.007
H: -3.868 -2.970 0.682  0.000
C: -0.805 -0.520 5.177  0.000
H: 0.137 -5.501 1.344  0.000
O: 1.593 0.948 0.734  0.008
H: 3.350 3.545 -3.790  0.000
O: -1.486 -2.020 -2.207  0.001
H: -0.348 -3.777 -0.396  0.000
O: -1.966 0.510 -0.443  0.025
H: 5.579 -2.923 0.608  0.000
C: -0.739 5.317 -3.052  0.000
N: 1.834 4.239 -2.571  0.000
C: 3.497 -2.066 -3.360  0.002
C: 4.459 -0.584 1.404  0.000
H: 1.145 -3.365 -2.221  0.000
P: -0.367 -1.508 2.783  0.001
C: -1.562 3.165 3.340  0.017
H: -3.528 2.600 2.619  -0.001
O: 0.194 -1.350 -0.152  0.035
H: 0.696 -5.070 -2.322  0.000
C: 2.228 -0.333 -2.414  0.021
H: 4.223 -1.100 2.332  0.000
Mo: 0.007 0.820 -0.617  1.698
H: -3.816 -4.381 2.964  0.000
S: -0.950 -1.095 -3.156  0.004
C: -2.762 1.076 0.396  0.010
O: -0.437 -1.651 4.381  0.000
H: 1.893 -0.682 2.651  0.000
C: -2.199 -0.667 -4.380  0.001
H: 2.421 2.283 -2.974  0.000
H: -0.794 6.404 -2.967  0.000
H: 4.570 -1.015 -0.695  0.000
H: 5.526 -0.375 1.387  0.000
H: 2.286 -4.609 -1.685  0.000
H: -4.467 -1.363 -6.752  0.000
C: 0.434 0.253 5.605  0.000
N: -0.284 4.729 -1.811  0.003
H: 3.214 5.763 -2.212  0.000
C: -2.738 -4.259 2.985  0.000
H: 3.924 0.363 1.381  0.000
C: 0.763 3.878 -1.805  0.009
H: -1.965 -0.229 6.970  0.000
C: -1.296 4.635 -0.786  0.001
O: 2.699 -1.336 -0.125  0.001
C: -1.589 -1.052 6.369  0.000
C: -2.786 -3.069 0.740  0.000
C: 0.633 -4.256 -0.337  0.000
O: 0.282 -1.482 -3.787  0.000
C: -2.463 2.595 2.442  -0.006
H: 3.631 3.237 -2.066  0.000
N: 3.114 -0.868 -3.082  0.015
C: -1.637 1.306 -3.145  0.006
H: 0.539 3.321 3.822  -0.001
C: -1.975 1.934 1.331  0.022
H: -2.748 -2.486 -5.361  0.000
H: -2.905 3.797 4.548  0.000
C: -3.383 1.329 -5.023  0.000
H: 0.972 0.635 4.739  0.000
C: 1.234 -4.333 -1.731  0.000
H: -0.074 5.047 -3.866  0.000
C: 2.254 5.616 -2.717  0.000
O: 2.508 1.912 2.523  0.018
N: -0.660 1.826 1.052  -0.011
H: -2.335 -2.246 0.187  0.000
N: 0.811 2.816 -1.037  0.010

Atoms 1-2, force components in eV/Å:
-0.0070 0.0635 -0.0258
-0.0500 -0.2114 -0.1839